{"formula": "C7H12I2NO4S", "method": "ωB97M-V with the def2-TZVPD basis set", "e_tot_ha": -1623.20349, "total_charge": -1, "multiplicity": 1, "species": ["C", "C", "I", "C", "I", "C", "C", "C", "N", "C", "H", "H", "H", "H", "H", "H", "H", "H", "H", "H", "H", "H", "O", "S", "O", "O", "O"], "positions_angstrom": [[2.5801, -0.7466, 0.4871], [2.5369, 0.3265, -0.6485], [4.5024, 1.1117, -0.9950], [1.4760, 1.4063, -0.2423], [1.6812, 3.3176, -1.2055], [0.1204, 0.7717, -0.4596], [-0.5301, 0.7829, -1.8866], [-1.8207, 0.0811, -1.4430], [-2.0828, 0.3746, -0.2369], [-1.0895, 1.3214, 0.2853], [1.7005, -0.6700, 1.1326], [3.4882, -0.5810, 1.0642], [2.5966, -1.7391, 0.0376], [2.1309, -0.1507, -1.5421], [1.6338, 1.5680, 0.8262], [0.1153, -0.2954, -0.1988], [-0.8216, 1.7612, -2.2779], [0.0772, 0.1797, -2.5609], [-2.3901, -0.6037, -2.0589], [-2.8789, -0.0107, 0.3428], [-1.4491, 2.2736, -0.1311], [-0.9940, 1.4240, 1.3632], [-2.6061, -3.0254, 3.3278], [-2.1163, -2.4087, 2.0886], [-1.7434, -3.4336, 1.0840], [-0.9278, -1.5318, 2.3659], [-3.1891, -1.5035, 1.4820]], "forces_ev_per_a": [[0.2, 0.6, -0.6], [-1.1, 0.0, 0.6], [-0.1, -0.3, -0.2], [0.8, -0.8, 0.2], [-0.3, -0.1, 0.1], [-0.8, 1.2, -0.8], [-0.1, -1.7, 1.0], [0.8, 0.1, -0.6], [-1.2, 0.0, 0.3], [0.0, 0.3, 0.2], [0.1, -0.2, 0.0], [-0.2, -0.2, 0.2], [0.1, 0.0, 0.2], [0.7, 0.2, -0.3], [-0.1, 0.4, -0.1], [0.5, 0.2, 0.4], [0.5, 0.1, 0.0], [-0.4, 0.2, -0.5], [-0.3, 0.0, 0.3], [0.5, -1.1, 0.5], [0.6, 0.2, 0.2], [-0.4, -0.7, 0.0], [-0.1, 0.3, -0.2], [0.6, 0.3, -0.3], [-0.1, 0.2, -0.1], [0.0, 0.3, -0.3], [-0.1, 0.6, -0.4]]}